{"formula": "C38H55KN9O2SSi2", "method": "ωB97M-V/def2-TZVPD", "spin_multiplicity": 1, "e_tot_ha": -3701.61045, "gap_ev": 3.2, "total_charge": -1, "fmax_ev_per_a": 0.78, "elements": ["K", "C", "Si", "C", "C", "N", "C", "C", "C", "C", "C", "C", "N", "Si", "C", "C", "C", "H", "H", "H", "H", "H", "H", "H", "H", "H", "H", "H", "H", "H", "H", "H", "H", "H", "H", "H", "H", "H", "H", "N", "C", "C", "C", "C", "C", "C", "N", "C", "C", "C", "S", "C", "N", "H", "H", "H", "H", "H", "H", "H", "C", "N", "C", "C", "C", "N", "C", "C", "O", "H", "H", "H", "H", "H", "H", "H", "H", "H", "H", "H", "H", "C", "C", "N", "C", "C", "C", "O", "C", "C", "C", "C", "N", "C", "H", "H", "H", "H", "H", "H", "H", "H", "H", "H", "H", "H", "H", "H"], "coordinates": [[0.04206, -0.05394, -0.06035], [-1.20957, 1.35437, 4.84958], [-0.91136, -0.20640, 3.78436], [-0.96333, -1.62138, 5.04959], [-2.50975, -0.43521, 2.78010], [0.39942, -0.12450, 2.75280], [1.72810, -0.06714, 3.14237], [2.11844, 0.05828, 4.48633], [3.44651, 0.09903, 4.92520], [4.45624, 0.01887, 3.99041], [4.11152, -0.08953, 2.63742], [2.79339, -0.12620, 2.15499], [2.47967, -0.20315, 0.80810], [3.56390, -0.28319, -0.45607], [4.67859, -1.81526, -0.52130], [2.59457, -0.34865, -2.08836], [4.68220, 1.23978, -0.67361], [-2.27076, 1.50243, 5.08814], [-0.84457, 2.24139, 4.32216], [-0.66177, 1.29420, 5.79517], [-1.92108, -1.62048, 5.58419], [-0.16219, -1.53769, 5.78825], [-0.84564, -2.59608, 4.56279], [-3.24504, -0.99814, 3.36678], [-2.31660, -0.98659, 1.85646], [-2.97514, 0.51801, 2.50599], [1.32766, 0.12774, 5.22931], [3.67260, 0.18903, 5.98309], [5.49871, 0.04160, 4.29164], [4.91423, -0.14489, 1.90537], [4.03689, -2.70218, -0.56526], [5.29642, -1.90451, 0.37573], [5.33696, -1.82579, -1.39817], [1.81937, -1.12445, -2.06497], [3.25820, -0.56910, -2.93219], [2.10615, 0.60918, -2.28280], [5.32871, 1.39090, 0.19439], [4.03773, 2.12270, -0.76200], [5.31306, 1.19025, -1.56974], [-0.18977, 2.19526, -4.76133], [-0.46911, 1.00053, -5.39409], [-0.56002, 0.64214, -6.73529], [-0.85413, -0.68002, -7.00399], [-1.04862, -1.61247, -5.97105], [-0.95131, -1.24595, -4.64408], [-0.65376, 0.08347, -4.35166], [-0.48630, 0.70812, -3.12317], [-0.20790, 1.94256, -3.41318], [0.18055, 2.97957, -2.44049], [0.16035, 4.32214, -2.63214], [0.86762, 5.10579, -1.29038], [1.14407, 3.57196, -0.55531], [0.72340, 2.56910, -1.24731], [0.12699, 3.04379, -5.19401], [-0.41050, 1.35953, -7.53196], [-0.93440, -1.00526, -8.03306], [-1.27358, -2.64000, -6.22521], [-1.09155, -1.96310, -3.84659], [-0.23070, 4.88531, -3.46500], [1.62490, 3.47668, 0.41129], [-1.58845, 2.66465, 1.32821], [-2.76262, 2.65660, 0.46389], [-3.48989, 3.90296, 0.34490], [-4.94930, 3.63743, 0.04257], [-5.03829, 2.76572, -1.19022], [-4.20648, 1.58945, -1.04778], [-4.44856, 0.52346, -1.99575], [-3.03497, 1.56288, -0.31635], [-2.29970, 0.58478, -0.34594], [-0.89215, 3.44357, 1.01336], [-1.09241, 1.70041, 1.29955], [-1.88718, 2.85828, 2.35929], [-3.04954, 4.54008, -0.43640], [-3.38504, 4.43802, 1.28993], [-5.48102, 4.57596, -0.12275], [-5.40794, 3.12436, 0.89043], [-4.74610, 3.34308, -2.08020], [-6.06682, 2.43311, -1.35181], [-4.35098, 0.88197, -3.02732], [-5.45830, 0.12818, -1.86056], [-3.72588, -0.26837, -1.82973], [-0.59248, -8.43254, 1.79394], [0.78979, -7.86472, 2.09313], [0.77985, -6.74467, 3.02202], [1.04115, -7.07676, 4.42474], [2.48060, -6.79818, 4.83236], [0.47965, -5.42416, 2.78816], [0.52166, -4.64440, 3.72280], [0.11306, -4.85670, 1.42328], [0.06376, -5.48488, 0.18616], [-0.29585, -4.76329, -0.94271], [-0.60009, -3.42559, -0.79804], [-0.54291, -2.79336, 0.36961], [-0.18508, -3.48728, 1.44468], [-0.52491, -9.27869, 1.10648], [-1.24218, -7.67804, 1.35101], [-1.06230, -8.77688, 2.71699], [1.32975, -7.60695, 1.18645], [1.39659, -8.63888, 2.56407], [0.80426, -8.13519, 4.55171], [0.36338, -6.50008, 5.05064], [3.17931, -7.34028, 4.19074], [2.65129, -7.10945, 5.86487], [2.68727, -5.73207, 4.75263], [0.29463, -6.52627, 0.05258], [-0.33010, -5.23892, -1.91402], [-0.88854, -2.82215, -1.65491], [-0.09307, -2.92399, 2.36644]], "atomic_forces_ev_per_a": [[0.7, -0.4, 0.2], [-0.1, 0.1, 0.1], [0.0, 0.0, 0.1], [0.0, -0.1, 0.0], [0.0, 0.0, 0.0], [0.3, 0.0, -0.3], [-0.3, 0.0, 0.0], [0.0, 0.0, 0.1], [-0.1, 0.0, 0.0], [0.0, 0.0, -0.2], [0.1, 0.0, 0.0], [-0.2, 0.0, -0.3], [0.3, 0.0, 0.3], [-0.1, 0.0, 0.1], [0.1, -0.1, 0.0], [0.0, 0.0, 0.0], [0.1, 0.1, -0.1], [0.1, 0.0, 0.0], [0.0, 0.0, 0.0], [0.0, 0.0, 0.0], [0.0, 0.0, 0.0], [0.0, 0.0, 0.0], [0.0, 0.1, 0.1], [0.0, 0.0, 0.0], [0.0, 0.0, 0.0], [0.0, 0.0, 0.0], [0.1, 0.0, 0.0], [0.0, 0.0, 0.0], [0.0, 0.0, 0.0], [0.0, 0.0, 0.0], [0.0, 0.0, 0.0], [0.0, 0.0, 0.0], [0.0, 0.0, 0.0], [0.1, 0.0, -0.1], [0.0, 0.0, 0.0], [0.0, 0.0, 0.0], [0.0, 0.0, 0.0], [0.1, 0.0, 0.0], [0.0, 0.0, 0.0], [-0.1, 0.0, -0.2], [0.1, 0.1, 0.0], [0.0, 0.0, 0.1], [0.0, -0.1, 0.0], [0.0, 0.0, -0.1], [0.0, 0.0, 0.0], [-0.1, 0.0, 0.1], [-0.1, -0.1, -0.1], [0.2, 0.2, 0.3], [0.0, -0.5, 0.0], [-0.1, 0.3, -0.1], [0.1, 0.1, 0.1], [0.0, 0.1, 0.0], [0.0, -0.1, -0.1], [0.0, 0.0, 0.0], [0.0, 0.0, 0.0], [0.0, 0.0, 0.0], [0.0, 0.0, 0.0], [0.0, 0.0, 0.0], [0.0, 0.0, 0.0], [0.0, 0.0, 0.0], [-0.2, 0.0, -0.1], [0.0, -0.1, 0.0], [0.0, 0.0, 0.1], [0.0, 0.0, 0.0], [0.0, -0.1, 0.0], [0.0, 0.0, -0.1], [0.0, 0.0, 0.0], [0.0, 0.1, 0.1], [-0.6, 0.2, -0.1], [0.0, 0.0, 0.0], [0.0, 0.1, 0.2], [0.0, 0.0, 0.0], [0.0, 0.0, 0.0], [0.0, 0.0, 0.0], [0.0, 0.0, 0.0], [0.0, 0.0, 0.0], [0.0, 0.0, 0.0], [0.0, 0.0, 0.0], [0.0, 0.0, 0.0], [0.0, 0.0, 0.0], [0.0, 0.0, 0.0], [0.0, 0.0, 0.0], [0.1, 0.1, 0.0], [-0.2, 0.0, 0.0], [0.0, 0.0, 0.0], [0.0, 0.0, 0.0], [0.2, 0.0, -0.2], [-0.1, 0.0, 0.1], [0.1, -0.1, 0.2], [-0.1, -0.1, -0.1], [0.0, -0.1, 0.0], [0.0, 0.0, 0.0], [-0.1, -0.1, -0.1], [0.1, 0.2, 0.0], [0.0, 0.0, 0.0], [0.0, 0.0, 0.0], [0.0, 0.0, 0.0], [0.0, 0.1, -0.1], [0.0, 0.0, 0.0], [0.0, 0.0, 0.0], [0.0, 0.0, 0.0], [0.0, 0.0, 0.0], [0.0, 0.0, 0.0], [0.0, 0.0, 0.0], [0.0, -0.1, 0.0], [0.0, 0.0, 0.0], [0.0, 0.0, 0.0], [0.0, 0.0, 0.0]]}

=====

{"formula": "C38H55N6O5", "method": "ωB97M-V/def2-TZVPD", "spin_multiplicity": 1, "e_tot_ha": -2185.03453, "gap_ev": 7.1, "total_charge": 1, "fmax_ev_per_a": 3.68, "elements": ["C", "C", "C", "O", "O", "C", "C", "C", "C", "C", "C", "C", "C", "C", "O", "C", "C", "O", "C", "C", "C", "C", "C", "C", "C", "N", "O", "C", "N", "H", "H", "H", "H", "H", "H", "H", "H", "H", "H", "H", "H", "H", "H", "H", "H", "H", "H", "H", "H", "H", "H", "H", "H", "H", "H", "H", "C", "C", "C", "C", "N", "H", "H", "H", "H", "H", "H", "H", "C", "C", "C", "C", "N", "H", "H", "H", "H", "H", "H", "H", "C", "C", "C", "C", "N", "H", "H", "H", "H", "H", "H", "H", "C", "C", "C", "C", "N", "H", "H", "H", "H", "H", "H", "H"], "coordinates": [[-2.03204, 1.52864, 5.34170], [-3.36261, 1.77816, 5.17358], [-4.14317, 0.99826, 4.11425], [-5.08867, 0.32326, 4.42619], [-3.73775, 1.13857, 2.81290], [-4.51682, 2.17228, 2.15932], [-3.64494, 3.21688, 1.44037], [-2.53895, 2.59393, 0.55431], [-3.09966, 2.24867, -0.84963], [-2.00860, 1.62584, -1.79473], [-2.15719, 0.04781, -1.92324], [-1.26712, -0.59097, -0.87840], [0.06575, -0.95285, -1.11988], [0.55600, -0.66674, -2.61294], [-0.16363, -1.66752, -3.40393], [0.01936, -2.94071, -2.91364], [-1.12927, -3.71621, -2.25470], [1.09168, -3.47883, -3.01217], [0.87497, -1.57279, -0.07539], [2.28405, -2.01239, -0.28512], [3.00582, -2.78046, 0.54832], [0.21773, -1.78901, 1.17798], [-1.09622, -1.43080, 1.35817], [-1.89123, -1.65481, 2.62789], [-2.57902, -2.83913, 2.77873], [-1.78977, -0.84149, 0.35274], [-3.12342, -0.51378, 0.56539], [-3.89192, -1.56058, 0.26213], [-4.52865, -2.34851, -0.28180], [-1.32876, 2.36195, 5.22707], [-1.66666, 0.51481, 5.55076], [-3.84765, 2.55420, 5.78067], [-5.07641, 2.70556, 2.95071], [-5.29719, 1.73317, 1.51403], [-4.32858, 3.79881, 0.79924], [-3.19438, 3.87670, 2.19675], [-2.01812, 1.75209, 1.03378], [-1.76611, 3.36632, 0.38101], [-3.47045, 3.14984, -1.36102], [-3.90271, 1.49971, -0.74294], [-0.99333, 1.79647, -1.39585], [-2.10083, 2.11445, -2.77260], [-3.21838, -0.20118, -1.80881], [-1.84798, -0.20994, -2.93993], [0.21591, 0.33970, -2.85298], [1.63087, -0.80209, -2.72954], [-0.90739, -4.78605, -2.23422], [-1.13575, -3.38157, -1.19808], [-2.11676, -3.45800, -2.65961], [2.76274, -1.72431, -1.22421], [2.99646, -2.73659, 1.64129], [3.71577, -3.47965, 0.09351], [0.77462, -2.25001, 1.99380], [-1.91999, -0.85325, 3.37529], [-3.68171, -2.83984, 2.75790], [-2.09273, -3.81305, 2.92479], [3.85450, 3.13618, 0.44643], [4.66763, 1.89157, 0.79306], [5.21297, 1.17154, -0.44433], [4.09569, 0.73593, -1.29673], [3.21771, 0.39813, -1.95766], [2.96720, 2.88820, -0.14088], [3.51255, 3.63164, 1.35587], [4.45349, 3.84993, -0.12311], [4.04087, 1.20763, 1.37191], [5.50007, 2.17655, 1.42901], [5.79499, 0.30002, -0.14732], [5.86419, 1.83250, -1.01846], [8.05841, 3.67839, 4.14905], [8.86526, 2.42988, 4.48878], [9.39873, 1.70764, 3.24629], [8.28489, 1.27133, 2.38863], [7.41205, 0.93294, 1.72347], [7.16707, 3.43422, 3.56757], [7.72500, 4.17470, 5.06047], [8.65764, 4.38925, 3.57637], [8.24015, 1.74871, 5.07008], [9.70796, 2.71086, 5.12247], [9.97884, 0.83180, 3.53865], [10.04960, 2.36703, 2.66993], [3.00110, 2.64826, -5.97731], [3.66282, 1.37643, -6.49587], [2.65682, 0.25887, -6.79347], [1.92638, -0.11127, -5.57096], [1.35580, -0.40207, -4.61522], [2.49061, 2.47548, -5.02764], [3.74867, 3.42347, -5.80744], [2.27238, 3.03214, -6.69458], [4.39155, 1.02880, -5.76032], [4.21421, 1.60741, -7.40904], [3.17391, -0.62314, -7.17311], [1.93829, 0.58046, -7.54926], [-7.45107, -3.47787, -0.57060], [-7.96485, -4.01592, 0.75993], [-8.42917, -5.47355, 0.67349], [-9.53305, -5.60262, -0.29208], [-10.39226, -5.69666, -1.04710], [-8.23498, -3.47492, -1.33017], [-7.10589, -2.45154, -0.45671], [-6.61694, -4.07629, -0.93967], [-8.78875, -3.38730, 1.10441], [-7.17054, -3.94066, 1.50662], [-8.77430, -5.81808, 1.64895], [-7.60743, -6.11891, 0.35840]], "atomic_forces_ev_per_a": [[-0.5, 0.4, -0.1], [1.2, -0.5, -1.0], [-1.1, -1.0, 2.5], [0.2, 0.0, -0.8], [0.1, 0.5, 0.4], [-0.7, 0.9, 0.2], [0.3, -0.9, 0.2], [-0.3, 1.1, -0.8], [1.1, -0.8, 0.0], [-0.6, -0.4, 0.7], [0.2, 1.4, -0.1], [0.1, -0.5, -0.5], [0.9, 0.1, 0.1], [-0.8, -2.0, 2.9], [-1.1, -0.1, 1.5], [0.6, -1.2, -0.4], [-0.1, 1.2, 0.2], [-0.1, 0.5, 0.2], [-0.6, 1.2, 0.0], [-0.7, 0.2, -0.3], [0.2, 0.1, 0.0], [0.5, 0.2, -1.3], [1.1, -0.8, 2.4], [0.2, -0.5, -0.4], [-0.1, 0.3, 0.0], [1.1, -0.3, -0.6], [-0.6, -0.7, 0.4], [0.6, 1.0, -0.8], [0.0, -0.3, 0.5], [-0.1, -0.1, 1.9], [0.2, 0.1, -1.6], [0.1, 0.6, -1.4], [0.1, -0.2, -0.4], [0.6, -0.2, 0.1], [0.3, 0.0, 0.3], [-0.2, -0.2, -0.3], [-0.4, 0.2, -0.1], [-0.2, -0.3, 0.2], [-0.1, -0.3, 0.5], [0.0, 0.6, -0.2], [-0.4, 0.4, -0.3], [0.2, -0.4, 0.1], [0.4, -0.2, 0.0], [0.0, -0.4, 0.5], [0.3, -0.4, -0.2], [-0.8, 0.2, 0.6], [-0.1, 0.3, -0.3], [-0.1, -0.2, -0.4], [0.3, -0.3, 0.0], [-0.7, -0.9, -0.2], [-0.8, -0.6, -0.3], [0.4, 0.9, 0.3], [-0.4, 0.1, -0.2], [-1.4, 0.6, -1.2], [0.4, 0.1, 2.2], [-0.1, 0.0, -2.1], [-0.1, -0.1, 0.0], [-0.3, 0.4, 0.1], [-0.4, 0.0, 0.2], [0.4, 0.1, -0.1], [0.4, 0.3, 0.2], [0.0, 0.0, -0.1], [0.0, 0.0, 0.0], [0.0, 0.0, 0.0], [0.1, -0.1, 0.0], [0.0, -0.1, -0.1], [0.0, 0.0, -0.1], [0.0, 0.0, -0.1], [0.0, 0.0, 0.0], [-0.2, 0.2, 0.1], [-0.3, 0.0, 0.1], [0.3, 0.0, 0.0], [0.2, -0.1, 0.1], [0.0, 0.0, 0.0], [0.0, 0.0, 0.0], [0.0, 0.0, 0.0], [0.1, -0.1, 0.0], [0.1, -0.1, -0.1], [0.0, 0.0, -0.1], [0.0, 0.0, -0.1], [0.0, 0.0, 0.0], [0.0, 0.3, 0.1], [0.2, 0.1, 0.3], [0.0, -0.2, -0.3], [1.4, 1.1, -3.2], [0.0, 0.0, 0.0], [0.0, 0.0, 0.0], [0.0, 0.0, 0.0], [0.0, -0.1, -0.1], [0.0, -0.1, 0.0], [-0.1, -0.1, 0.0], [0.0, 0.0, 0.0], [-0.2, 0.0, 0.0], [0.1, 0.2, -0.1], [-0.2, 0.3, -0.1], [0.2, -0.2, 0.2], [0.0, 0.1, 0.0], [0.0, -0.1, 0.0], [0.0, 0.0, 0.0], [0.0, 0.0, 0.0], [0.0, -0.1, 0.1], [-0.1, -0.1, 0.0], [0.0, -0.1, -0.1], [0.0, 0.0, 0.0]]}